ORCA calculation (ωB97M-V/def2-TZVPD) on a molecular structure, C29H20IrNO5PS3 in a non-equilibrium geometry.

Last column: Löwdin charge in e.
Element x y z (Å)
O 2.241 0.290 -0.780  -0.22
C 0.389 7.375 -1.210  -0.09
H -2.925 1.535 -7.186  0.11
C -1.824 1.003 -2.745  -0.16
C -2.329 4.883 -7.838  -0.73
H -3.246 3.225 -2.553  0.12
N 0.869 -1.098 0.875  0.01
Ir 0.162 0.416 -0.417  1.11
C 0.398 -2.653 2.563  0.02
H 1.747 5.857 -0.524  0.11
C -2.547 1.636 -3.807  -0.26
O -1.452 0.016 0.865  -0.18
C 3.795 3.130 -0.992  -0.09
S 0.497 2.717 -0.372  0.34
H -0.864 3.367 -7.481  0.09
P 1.246 3.473 -2.163  0.13
H -0.821 4.724 -3.749  0.05
O -2.350 5.674 -8.747  -0.02
C -2.990 1.906 -6.169  -0.11
H 6.856 4.311 -1.846  0.09
C -0.619 7.696 -2.112  -0.10
C 5.173 3.324 -0.957  -0.08
H 3.026 5.220 -3.545  0.10
H 5.475 5.563 -3.484  0.10
H 3.323 2.440 -0.305  0.07
H 0.731 8.111 -0.492  0.10
C -2.512 1.142 -5.115  -0.03
C 5.006 4.884 -2.781  -0.09
C -1.398 -1.085 1.563  -0.58
C 0.521 5.154 -2.145  -0.40
C 5.779 4.186 -1.854  -0.10
C -3.659 3.625 -4.626  -0.11
H 2.100 -3.760 3.265  0.11
C 3.634 4.694 -2.819  -0.10
C -1.065 4.396 -7.178  -0.04
H -1.130 4.398 -6.089  0.06
C 2.157 -1.394 0.877  -0.17
O 4.163 -0.697 -0.140  0.08
C 2.959 -0.556 -0.093  -0.58
C -3.509 3.176 -5.935  -0.58
H -0.244 5.032 -7.504  0.09
H -1.054 8.689 -2.109  0.10
S -3.920 4.250 -7.283  1.00
H -2.058 0.177 -5.300  0.12
H -0.344 -3.114 3.200  0.12
C 3.024 3.804 -1.925  -0.39
C -1.068 0.591 -1.903  -0.28
C 2.652 -2.341 1.746  0.02
H -1.851 6.992 -3.727  0.10
C -3.181 2.860 -3.571  -0.03
H -4.120 4.587 -4.439  0.10
H 3.715 -2.542 1.741  0.12
H 5.773 2.782 -0.235  0.10
C -0.494 5.476 -3.039  -0.10
C 1.750 -2.992 2.586  -0.02
C -0.005 -1.669 1.683  -0.17
S 0.982 2.603 -3.882  0.27
O -2.316 -1.642 2.128  0.07
C 0.957 6.107 -1.224  -0.10
C -1.063 6.745 -3.023  -0.08

Total energy = -3188.44069 Eh
Net charge = -1
E_LUMO = 1.3 eV



ORCA calculation (ωB97M-V/def2-TZVPD) on a molecular structure, C29H21BrCsN7O2S2.

Last column: Löwdin charge in e.
Element x y z (Å)
C -0.511 4.557 0.636  -0.03
N 3.062 1.330 0.586  0.11
Cs 1.144 -0.280 3.248  0.96
H -7.539 -0.286 -2.132  0.09
H -5.836 -2.084 2.148  0.09
C -7.181 -0.681 -1.187  -0.14
N -0.802 -1.765 -0.012  0.09
H 1.923 -1.362 -4.523  0.09
C -0.099 -1.709 -1.261  -0.24
C 3.899 0.793 -0.224  -0.13
C 4.120 -1.434 0.959  -0.42
C 0.176 -2.203 -3.593  -0.11
H 2.705 -0.259 -2.460  0.09
C 2.688 2.652 0.346  -0.21
H 4.630 3.452 0.036  0.10
C 4.451 -0.537 -0.133  -0.16
H -0.871 5.580 0.607  0.11
C -5.861 -1.073 -1.085  -0.06
H -8.195 -1.379 1.954  0.09
H -1.467 1.356 1.085  0.11
H -5.200 -0.983 -1.941  0.10
H 3.848 5.792 -0.209  0.09
C 1.351 -1.456 -3.608  -0.10
C -6.224 -1.694 1.219  -0.04
C -5.351 -1.590 0.122  -0.27
O 1.039 0.578 5.911  -0.87
H 5.537 -0.260 -1.969  0.10
C 3.572 3.675 0.098  -0.04
H 1.468 6.353 0.086  0.10
H -2.401 3.669 1.114  0.10
S -0.035 1.618 5.795  0.45
C 1.788 -0.833 -2.450  -0.07
C 1.058 -0.949 -1.272  -0.01
C 1.294 2.961 0.489  -0.15
C 0.863 4.302 0.416  -0.16
N 0.436 1.925 0.697  0.11
C -1.351 3.520 0.902  -0.05
C 5.836 -2.214 -1.173  -0.72
H 4.455 -3.449 1.667  0.11
C -0.549 -2.332 -2.423  -0.04
H -3.497 -1.904 -0.647  0.11
S -1.393 -3.698 2.502  0.37
H 4.226 1.364 -1.109  0.12
C -0.820 2.211 0.913  -0.14
C -2.290 -2.880 1.307  -0.98
C 5.526 -3.121 -0.147  -0.16
C -7.543 -1.293 1.092  -0.12
N -4.048 -1.961 0.196  -0.02
N -1.596 -2.706 0.054  -0.02
C 4.703 -2.750 0.878  -0.01
N -3.543 -2.567 1.341  0.01
H -1.457 -2.919 -2.386  0.10
H -9.079 -0.474 -0.181  0.08
H -0.169 -2.686 -4.500  0.09
C 5.304 -0.952 -1.165  -0.13
Br 7.000 -2.759 -2.588  0.62
O 3.401 -1.055 1.909  -0.28
H 1.367 -0.447 -0.363  0.09
H 5.945 -4.119 -0.175  0.09
N -0.790 1.867 4.572  -0.58
C 1.807 5.325 0.146  -0.07
C -8.045 -0.785 -0.101  -0.15
C 3.125 5.009 -0.015  -0.10

Total energy = -5042.04182 Eh
Net charge = -2
E_LUMO = 3.7 eV